Record 1
Entry from OMol25: a structure of composition C16H35AuN2O4S2Si (ωB97M-V with the def2-TZVPD basis set).

Its spin multiplicity is 3. As for the gap between HOMO and LUMO (alpha / beta): 0.31577 / 0.23113 hartree. The calculation puts the calculated total energy at -2262.6638 Ha. The HOMO energy (alpha / beta) comes out at -8.2334 / -9.2555 eV. Its relative energy (zero: lowest compared OMol25 entry of this formula, charge and spin) is 0.139 eV.

```
61
Properties=species:S:1:pos:R:3:mulliken_spin:R:1
Au -0.15 0.81 0.81 0.53
O 2.79 1.97 0.05 0.02
S 2.49 1.89 1.46 -0.03
O 3.24 2.78 2.33 0.13
O 2.40 0.51 1.95 0.03
O 1.01 2.46 1.65 0.49
S -1.24 0.15 2.87 0.24
C 0.24 0.12 3.81 0.01
N 0.88 -1.02 3.97 0.02
C 2.23 -1.08 4.54 0.00
C 2.35 -0.02 5.62 0.00
C 1.97 1.34 5.05 0.00
N 0.67 1.23 4.38 0.01
H 0.54 -1.80 3.43 0.00
H 2.95 -0.91 3.75 0.00
H 2.37 -2.08 4.96 0.00
H 3.38 0.02 5.98 0.00
H 1.71 -0.27 6.46 0.00
H 2.71 1.70 4.33 0.00
H 1.87 2.08 5.85 0.00
H 0.23 2.08 4.07 0.00
C 0.42 2.40 -2.22 0.03
C -0.76 1.47 -2.55 0.07
C -0.67 1.05 -4.02 0.03
C -2.03 2.31 -2.36 0.02
Si -0.74 -0.08 -1.41 0.20
C -2.46 -0.92 -1.17 0.07
C -3.09 -1.20 -2.55 0.03
C -2.34 -2.25 -0.42 0.02
C -3.43 -0.05 -0.36 0.03
C 0.70 -1.31 -1.74 0.04
C 0.33 -2.26 -2.88 0.04
C 1.99 -0.58 -2.12 0.02
C 1.02 -2.13 -0.48 0.02
H 0.41 3.25 -2.91 0.00
H 1.39 1.92 -2.31 0.00
H 0.36 2.80 -1.20 -0.02
H -0.70 1.95 -4.65 0.01
H -1.50 0.41 -4.32 0.00
H 0.26 0.53 -4.25 0.00
H -1.94 3.22 -2.97 0.00
H -2.17 2.62 -1.32 -0.01
H -2.93 1.79 -2.69 0.00
H -2.46 -1.81 -3.19 0.00
H -3.33 -0.27 -3.08 0.00
H -4.04 -1.74 -2.41 0.00
H -1.76 -2.99 -0.96 0.00
H -3.34 -2.66 -0.27 0.00
H -1.89 -2.11 0.57 -0.01
H -3.62 0.92 -0.81 0.00
H -3.06 0.12 0.66 -0.01
H -4.39 -0.57 -0.28 0.00
H 0.08 -1.73 -3.81 0.00
H -0.51 -2.92 -2.64 0.00
H 1.19 -2.91 -3.10 0.01
H 1.91 -0.04 -3.06 0.00
H 2.78 -1.32 -2.24 0.00
H 2.31 0.12 -1.34 -0.01
H 0.16 -2.67 -0.08 0.00
H 1.43 -1.49 0.31 0.00
H 1.79 -2.86 -0.73 0.00
```



Record 2
Entry from OMol25: a structure of composition C16H36As2N2O13P2RuSSi2 in a non-equilibrium geometry (ωB97M-V with the def2-TZVPD basis set).

Its spin multiplicity is 2. As for the gap between HOMO and LUMO (alpha / beta): 0.22719 / 0.23537 hartree. The calculation puts the calculated total energy at -7945.4765 Ha. The HOMO energy (alpha / beta) comes out at -4.6034 / -4.8269 eV. Its charge is -1. Its relative energy (zero: lowest compared OMol25 entry of this formula, charge and spin) is 4.195 eV.

```
75
Properties=species:S:1:pos:R:3:mulliken_spin:R:1
Ru -0.20 0.47 0.47 0.80
O 3.37 -2.02 2.99 0.00
P 3.42 -1.08 1.63 0.00
O 4.49 -1.63 0.77 0.00
O 3.27 0.32 2.07 0.00
O 1.95 -1.53 0.98 0.00
P 1.83 -2.20 -0.51 0.00
O 1.37 -3.74 -0.13 0.00
O 0.35 -0.38 -1.18 -0.02
O 0.26 -1.79 -0.83 0.00
H 4.05 -2.69 2.87 0.00
H 2.16 -4.26 0.03 0.00
O -4.01 3.22 1.70 0.00
As -3.22 1.70 2.16 0.01
O -3.00 1.74 3.79 0.00
O -1.77 1.69 1.32 0.00
C -4.63 0.55 1.49 0.00
C -5.90 1.10 1.35 0.00
C -6.96 0.32 0.90 0.00
C -6.76 -1.01 0.58 0.00
C -5.49 -1.57 0.72 0.00
C -4.44 -0.80 1.18 0.00
S -2.83 -1.52 1.37 -0.01
O -2.42 -1.09 2.71 0.00
O -2.98 -2.94 1.21 0.00
O -2.05 -0.84 0.33 0.00
H -3.56 3.94 2.14 0.00
H -6.06 2.14 1.59 0.00
H -7.94 0.77 0.80 0.00
H -7.58 -1.62 0.23 0.00
H -5.31 -2.61 0.48 0.00
N 0.35 0.37 5.41 0.00
C -0.21 -0.84 4.69 0.00
C 0.36 -0.85 3.29 0.01
N -0.02 0.40 2.62 -0.08
C 0.53 1.58 3.29 0.02
C 0.00 1.66 4.70 0.00
H 1.37 0.28 5.44 0.00
H 0.01 0.40 6.37 0.00
H -1.30 -0.73 4.67 0.00
H 0.08 -1.72 5.26 0.00
H -0.06 -1.69 2.75 0.00
H 1.44 -0.96 3.31 0.00
H -1.04 0.46 2.69 -0.02
H 0.23 2.47 2.74 -0.01
H 1.63 1.51 3.24 0.00
H -1.10 1.72 4.69 0.00
H 0.44 2.47 5.27 0.00
C -1.66 4.86 0.48 0.01
Si -0.26 4.48 -0.70 0.00
C 1.00 5.87 -0.48 0.01
C -0.95 4.54 -2.45 0.02
As 0.88 2.52 -0.12 0.22
Si 2.24 2.19 -2.03 0.01
C 1.25 1.56 -3.50 0.01
C 3.09 3.78 -2.59 0.01
C 3.59 0.97 -1.59 0.01
H -1.97 5.91 0.37 0.00
H -1.35 4.69 1.51 0.00
H -2.51 4.22 0.27 0.00
H 0.51 6.83 -0.66 0.00
H 1.85 5.80 -1.16 0.00
H 1.38 5.86 0.54 0.00
H -1.40 5.52 -2.63 0.00
H -1.73 3.78 -2.57 0.00
H -0.19 4.37 -3.21 0.00
H 0.49 2.28 -3.82 0.00
H 0.76 0.63 -3.25 0.00
H 1.92 1.39 -4.36 0.00
H 2.39 4.54 -2.94 0.00
H 3.77 3.54 -3.41 0.00
H 3.69 4.22 -1.78 0.00
H 3.20 -0.03 -1.47 0.00
H 4.09 1.24 -0.65 0.00
H 4.34 0.95 -2.39 0.00
```



Record 3
Entry from OMol25: a structure of composition C16H36AuN5O3P2SSi in a non-equilibrium geometry (ωB97M-V with the def2-TZVPD basis set).

Its spin multiplicity is 1. As for the gap between HOMO and LUMO: 0.26843 hartree. The calculation puts the calculated total energy at -2636.5175 Ha. The HOMO energy comes out at -14.7344 eV. Its charge is +2. Its relative energy (zero: lowest compared OMol25 entry of this formula, charge and spin) is 0.000 eV.

```
65
Properties=species:S:1:pos:R:3:mulliken_charge:R:1
Au 0.20 -0.30 -0.68 1.13
C -3.23 3.53 1.65 -0.93
N -2.75 2.88 0.43 0.25
C -3.71 2.90 -0.69 -1.04
P -1.20 2.60 0.06 0.36
O -1.04 1.31 -0.73 -0.83
O -0.54 2.44 1.52 -0.19
P 0.72 1.52 1.93 0.49
O 1.29 0.96 0.64 -1.15
N 1.84 2.40 2.66 0.41
C 1.62 2.89 4.03 -1.03
C 3.15 2.71 2.09 -0.89
N 0.03 0.42 2.92 0.48
C 0.96 -0.44 3.65 -1.10
C -1.28 0.54 3.56 -0.78
N -0.51 3.80 -0.76 0.51
C 0.57 3.62 -1.73 -0.79
C -0.70 5.19 -0.31 -0.89
H -3.55 4.55 1.44 0.41
H -2.46 3.56 2.41 0.23
H -4.09 2.97 2.03 0.32
H -3.94 3.92 -0.98 0.31
H -4.62 2.40 -0.37 0.38
H -3.31 2.36 -1.54 0.30
H 0.61 2.68 4.36 0.26
H 1.77 3.97 4.06 0.39
H 2.33 2.42 4.72 0.35
H 3.22 2.33 1.08 0.25
H 3.94 2.26 2.70 0.32
H 3.30 3.79 2.07 0.29
H 1.10 -0.10 4.68 0.33
H 1.94 -0.46 3.17 0.37
H 0.57 -1.46 3.68 0.36
H -1.19 0.94 4.57 0.33
H -1.73 -0.45 3.62 0.35
H -1.94 1.18 2.97 0.13
H 0.58 2.59 -2.09 0.15
H 1.54 3.85 -1.29 0.31
H 0.40 4.28 -2.57 0.36
H -1.61 5.28 0.28 0.21
H -0.79 5.83 -1.18 0.35
H 0.15 5.53 0.29 0.31
C -0.79 -6.53 -2.76 -1.03
Si 0.04 -5.04 -3.49 0.19
C -1.16 -3.93 -4.37 -1.15
C 1.51 -5.47 -4.55 -1.03
C 0.77 -4.05 -2.00 0.16
C 1.66 -4.65 -1.10 -0.18
C 2.20 -3.98 -0.01 -1.08
C 1.88 -2.66 0.20 0.13
N 1.05 -2.07 -0.67 -0.42
C 0.49 -2.73 -1.70 0.92
S -0.64 -1.51 -2.38 -0.34
H -1.20 -7.15 -3.56 0.36
H -1.61 -6.25 -2.10 0.35
H -0.09 -7.15 -2.19 0.35
H -1.57 -4.47 -5.23 0.36
H -0.69 -3.03 -4.78 0.34
H -2.02 -3.65 -3.75 0.36
H 1.19 -6.07 -5.40 0.36
H 2.25 -6.05 -4.01 0.35
H 2.00 -4.57 -4.94 0.35
H 1.94 -5.68 -1.26 0.40
H 2.88 -4.48 0.67 0.41
H 2.27 -2.06 1.01 0.49
```



Record 4
Entry from OMol25: a structure of composition C16H36BaO10 in a non-equilibrium geometry (ωB97M-V with the def2-TZVPD basis set).

Its spin multiplicity is 1. As for the gap between HOMO and LUMO: 0.14059 hartree. The calculation puts the calculated total energy at -1408.8047 Ha. The HOMO energy comes out at -6.7134 eV. Its relative energy (zero: lowest compared OMol25 entry of this formula, charge and spin) is 9.388 eV.

```
63
Properties=species:S:1:pos:R:3:mulliken_charge:R:1
Ba 0.74 -0.12 0.25 1.85
C 6.75 -3.71 -1.25 -0.78
C 5.42 -3.18 -0.83 0.59
O 4.67 -2.74 -1.76 -0.72
O 5.01 -3.36 0.34 -0.75
H 6.87 -4.73 -0.90 0.24
H 7.52 -3.16 -0.71 0.23
H 7.00 -3.61 -2.31 0.27
C 2.29 6.66 -0.08 -0.71
C 2.24 5.17 0.32 0.56
O 3.00 4.34 -0.19 -0.72
O 1.30 4.79 1.07 -0.74
H 1.83 7.26 0.71 0.26
H 1.66 6.72 -0.97 0.16
H 3.30 7.04 -0.24 0.27
C -2.45 -1.81 -2.85 -0.75
O -2.91 -1.56 -1.53 -0.20
C -4.31 -1.49 -1.39 -0.61
C -4.52 -1.21 0.13 -0.53
O -3.62 -0.26 0.66 -0.25
C -3.85 -0.05 2.06 -0.76
H -2.78 -1.00 -3.51 0.31
H -2.85 -2.71 -3.31 0.30
H -1.36 -1.84 -2.87 0.22
H -4.81 -2.40 -1.72 0.34
H -4.69 -0.68 -2.00 0.36
H -4.46 -2.12 0.72 0.38
H -5.55 -0.86 0.14 0.34
H -3.41 0.92 2.28 0.28
H -3.29 -0.75 2.69 0.29
H -4.90 0.05 2.35 0.31
C -1.24 3.09 -4.59 -0.65
O -0.10 2.27 -4.38 -0.26
C 0.90 2.71 -5.28 -0.56
C 0.67 2.43 -6.81 -0.52
O -0.32 3.38 -7.26 -0.30
C -1.09 3.03 -8.35 -0.78
H -1.71 2.77 -5.52 0.17
H -1.10 4.17 -4.58 0.33
H -2.05 2.88 -3.89 0.27
H 1.78 2.11 -5.06 0.32
H 1.21 3.74 -5.08 0.37
H 0.51 1.39 -7.09 0.36
H 1.63 2.63 -7.29 0.38
H -1.72 2.19 -8.06 0.35
H -0.47 2.77 -9.21 0.30
H -1.74 3.87 -8.58 0.23
C 0.27 -4.91 1.71 -0.78
O -0.19 -3.75 2.43 -0.25
C -0.16 -3.91 3.86 -0.70
C 0.84 -3.02 4.66 -0.42
O 0.77 -1.66 4.23 -0.21
C 1.19 -0.72 5.24 -0.84
H -0.28 -5.82 1.94 0.33
H 1.30 -5.16 1.96 0.38
H 0.15 -4.66 0.65 0.19
H -0.16 -4.96 4.14 0.42
H -1.17 -3.62 4.14 0.28
H 1.90 -3.26 4.58 0.34
H 0.56 -3.01 5.71 0.34
H 1.06 0.30 4.89 0.26
H 2.24 -0.85 5.50 0.34
H 0.72 -0.82 6.22 0.33
```



Record 5
Entry from OMol25: a structure of composition C16H36ClN2 in a non-equilibrium geometry (ωB97M-V with the def2-TZVPD basis set).

Its spin multiplicity is 1. As for the gap between HOMO and LUMO: 0.33387 hartree. The calculation puts the calculated total energy at -1200.5596 Ha. The HOMO energy comes out at -11.0602 eV. Its charge is +1. Its relative energy (zero: lowest compared OMol25 entry of this formula, charge and spin) is 3.945 eV.

```
55
Properties=species:S:1:pos:R:3:mulliken_charge:R:1
Cl -0.07 -1.18 -0.77 -0.77
C 2.21 1.10 5.37 -1.46
C 1.13 0.29 4.61 -0.20
C 1.65 -0.88 3.68 -0.77
N 0.80 -1.24 2.38 0.45
C 0.97 0.03 1.42 -0.52
C 1.21 -2.58 1.68 -0.54
C -0.10 -3.17 1.07 -0.79
C -1.15 -2.26 1.59 -0.41
C -0.59 -1.48 2.72 -0.70
H 1.76 1.81 6.05 0.38
H 2.81 1.62 4.62 0.37
H 2.89 0.49 5.96 0.35
H 0.50 0.97 4.03 0.25
H 0.58 -0.14 5.44 0.33
H 1.65 -1.78 4.28 0.46
H 2.68 -0.66 3.36 0.49
H 0.36 -0.11 0.53 -0.64
H 2.04 0.10 1.26 0.55
H 0.57 0.92 1.92 0.29
H 1.88 -2.47 0.84 0.26
H 1.50 -3.29 2.47 0.46
H -0.01 -3.23 -0.02 0.39
H -0.17 -4.15 1.54 0.31
H -1.43 -1.56 0.81 -0.08
H -2.04 -2.73 2.00 0.53
H -1.11 -0.54 2.90 0.43
H -0.68 -2.08 3.63 0.56
C -2.34 -1.45 -4.84 -1.34
C -2.15 -0.17 -4.00 -0.33
C -0.79 -0.13 -3.15 -0.33
N -0.57 1.18 -2.39 0.37
C -1.64 1.15 -1.29 -1.52
C -0.68 2.53 -3.15 -0.59
C 0.20 3.49 -2.35 -0.81
C 1.31 2.63 -1.79 -0.58
C 0.84 1.15 -1.71 0.37
H -1.48 -1.64 -5.46 0.33
H -3.13 -1.46 -5.59 0.39
H -2.42 -2.29 -4.15 0.32
H -2.96 -0.05 -3.28 0.28
H -2.21 0.71 -4.64 0.34
H 0.05 -0.27 -3.83 0.51
H -0.79 -0.98 -2.47 0.13
H -2.58 1.44 -1.75 0.47
H -1.33 1.88 -0.53 0.44
H -1.62 0.19 -0.78 0.70
H -1.69 2.94 -3.14 0.34
H -0.40 2.41 -4.20 0.47
H -0.32 3.99 -1.53 0.34
H 0.72 4.24 -2.95 0.37
H 1.74 3.03 -0.88 0.40
H 2.16 2.56 -2.48 0.37
H 0.76 0.65 -0.75 -0.77
H 1.49 0.49 -2.28 0.36
```



Record 6
Entry from OMol25: a structure of composition C16H36FeGeS3SeTe in a non-equilibrium geometry (ωB97M-V with the def2-TZVPD basis set).

Its spin multiplicity is 6. As for the gap between HOMO and LUMO (alpha / beta): 0.19684 / 0.19962 hartree. The calculation puts the calculated total energy at -7835.7998 Ha. The HOMO energy (alpha / beta) comes out at -2.9016 / -3.0982 eV. Its charge is -1. Its relative energy (zero: lowest compared OMol25 entry of this formula, charge and spin) is 0.000 eV.

```
59
Properties=species:S:1:pos:R:3:mulliken_spin:R:1
Fe 0.08 0.43 0.62 3.39
C 5.72 1.92 -1.54 -0.01
C 5.96 1.28 -0.22 0.85
S 2.96 -0.46 0.02 0.04
C 2.89 0.31 1.67 0.00
C 2.74 1.83 1.67 0.03
S 1.25 2.41 0.78 0.05
C 2.00 3.41 -0.57 0.00
C 2.88 2.74 -1.63 0.01
S 4.61 3.37 -1.53 0.01
H 5.36 1.21 -2.28 0.02
H 6.65 2.36 -1.93 0.07
H 6.01 1.92 0.66 0.03
H 6.60 0.41 -0.20 0.01
H 3.81 0.04 2.20 -0.02
H 2.05 -0.13 2.20 0.02
H 3.59 2.32 1.20 -0.01
H 2.63 2.18 2.69 0.00
H 2.55 4.22 -0.09 0.00
H 1.10 3.82 -1.02 0.00
H 2.53 3.01 -2.63 0.00
H 2.89 1.66 -1.53 -0.01
C -4.91 1.23 2.00 0.01
Ge -4.92 0.05 0.45 -0.01
C -5.55 1.10 -1.09 0.00
C -6.16 -1.46 0.73 0.00
C -3.13 -0.66 0.04 -0.02
Se -1.91 0.82 -0.41 0.08
C -2.09 0.55 -2.36 0.02
H -5.91 1.65 2.16 0.00
H -4.20 2.04 1.82 0.00
H -4.58 0.71 2.90 0.00
H -6.46 1.65 -0.82 0.00
H -5.76 0.48 -1.96 0.00
H -4.78 1.84 -1.35 0.00
H -7.17 -1.08 0.90 0.00
H -5.86 -2.04 1.60 0.00
H -6.18 -2.11 -0.14 0.00
H -3.14 -1.34 -0.81 0.00
H -2.70 -1.16 0.90 0.02
H -3.14 0.52 -2.63 0.00
H -1.60 -0.37 -2.66 0.00
H -1.61 1.40 -2.84 0.00
Te -0.95 0.63 2.75 0.37
C 2.39 -3.53 -0.10 0.01
C 1.13 -2.69 0.17 -0.04
C 0.73 -2.88 1.64 0.00
C -0.01 -3.23 -0.71 0.00
C 1.28 -1.19 -0.20 0.11
H 2.21 -4.57 0.19 0.00
H 3.23 -3.15 0.48 0.00
H 2.67 -3.50 -1.15 0.00
H 0.57 -3.94 1.86 0.00
H -0.18 -2.33 1.86 0.00
H 1.51 -2.50 2.30 0.00
H -0.28 -4.24 -0.42 0.00
H 0.28 -3.23 -1.76 0.00
H -0.89 -2.58 -0.59 0.00
H 1.18 -1.12 -1.29 -0.02
```



Record 7
Entry from OMol25: a cluster of 2 separate species, C16H36N2O8P2 in total in a non-equilibrium geometry (ωB97M-V with the def2-TZVPD basis set).

As for the structure (SMILES): CC[C@@H](C)[C@]1([PH2]=N)OC(=O)O[C@]1(C[C@H](C)O)P(O)O.COCCNCCOC. Its spin multiplicity is 1. As for the gap between HOMO and LUMO: 0.32510 hartree. The calculation puts the calculated total energy at -2025.1907 Ha. The HOMO energy comes out at -8.5771 eV.

```
64
Properties=species:S:1:pos:R:3:mulliken_charge:R:1
C -0.31 3.84 -2.77 -1.12
C -0.58 2.56 -3.75 -0.82
C -1.73 1.64 -3.14 0.07
C -3.01 1.70 -4.13 -1.44
C -1.34 0.20 -2.59 0.88
P -2.90 -0.92 -2.48 0.26
N -3.37 -1.45 -3.95 -0.74
O -0.71 0.56 -1.30 -0.34
C 0.73 0.67 -1.39 0.45
O 1.54 1.16 -0.60 -0.63
O 1.00 0.04 -2.68 -0.29
C -0.17 -0.72 -3.14 1.02
C -0.01 -2.26 -2.74 -1.25
C 0.52 -2.64 -1.29 -0.04
C -0.44 -2.36 -0.04 -0.39
O 1.89 -2.21 -0.99 -0.57
P 0.17 -0.86 -5.04 -0.29
O -0.52 -2.34 -5.65 -0.48
O -0.62 0.35 -5.93 -0.44
H -0.02 3.48 -1.73 0.24
H 0.48 4.50 -3.26 0.36
H -1.32 4.40 -2.74 0.29
H 0.37 2.04 -4.08 0.32
H -1.02 3.04 -4.71 0.47
H -2.11 2.21 -2.20 0.42
H -4.00 1.43 -3.61 0.36
H -3.14 2.81 -4.44 0.47
H -2.90 1.09 -5.08 0.17
H -3.91 -0.16 -1.81 0.16
H -2.63 -2.15 -1.76 0.15
H -2.72 -1.07 -4.65 0.16
H -0.95 -2.90 -2.94 0.37
H 0.78 -2.69 -3.47 0.55
H 0.63 -3.80 -1.31 0.45
H -0.93 -3.36 0.30 0.34
H -1.28 -1.62 -0.18 0.05
H 0.15 -2.01 0.90 -0.20
H 1.88 -1.55 -0.27 0.32
H -1.46 -2.19 -5.89 0.31
H -1.24 0.00 -6.61 0.32
C 1.82 -1.08 7.28 -0.73
O 0.66 -0.94 6.47 -0.34
C 0.15 0.39 6.44 -0.82
C 0.34 1.01 5.06 -0.10
N 1.76 1.29 4.80 -0.33
C 2.04 1.64 3.40 -1.16
C 1.78 0.56 2.34 0.16
O 2.64 -0.57 2.42 -0.46
C 2.23 -1.56 3.34 -0.67
H 2.04 -2.15 7.37 0.24
H 2.68 -0.59 6.82 0.31
H 1.65 -0.67 8.28 0.34
H 0.58 1.02 7.23 0.40
H -0.93 0.31 6.63 0.39
H -0.23 1.94 5.00 0.39
H -0.06 0.31 4.32 0.12
H 2.31 0.48 5.04 0.09
H 3.10 1.90 3.36 0.41
H 1.49 2.54 3.14 0.42
H 1.98 1.02 1.36 0.33
H 0.73 0.25 2.30 0.21
H 1.14 -1.63 3.43 0.27
H 2.68 -1.38 4.32 0.27
H 2.61 -2.53 2.99 0.32
```